A.
Below is a 2-piece molecular cluster, C2H7O overall, with properties calculated with ωB97M-V with the def2-TZVPD basis set.

The calculation puts the gap between HOMO and LUMO (spin up / spin down) at 0.4354 / 0.3232 Ha. The calculation puts the HOMO energy (spin up / spin down) at -10.87 / -10.87 eV. Its spin multiplicity is 2.

Each line ends with the Löwdin charge.
Geometry (Å):
O  1.793  -0.845  -2.180  0.000
H  2.311  -0.181  -2.656  0.002
C  -0.985  0.664  0.331  -0.198
C  -0.068  -0.353  0.966  -0.199
H  -0.431  1.124  -0.584  0.085
H  -1.212  1.475  1.086  0.075
H  -1.919  0.431  -0.111  0.036
H  -0.573  -1.104  1.562  0.039
H  0.275  -1.196  0.103  0.113
H  0.810  -0.015  1.482  0.047

---

B.
Below is a 2-piece molecular cluster, C2H7O overall, with properties calculated with ωB97M-V with the def2-TZVPD basis set.

The calculation puts the gap between HOMO and LUMO (spin up / spin down) at 0.4586 / 0.3451 Ha. The calculation puts the HOMO energy (spin up / spin down) at -11.50 / -11.50 eV. Its spin multiplicity is 2.

Each line ends with the Löwdin charge.
Geometry (Å):
O  -0.375  -0.824  2.808  -0.002
H  -1.171  -1.318  3.085  0.018
C  0.509  -0.005  -1.409  -0.157
C  -0.086  0.497  -0.073  -0.167
H  -0.126  0.292  -2.237  0.052
H  0.462  -1.094  -1.421  0.060
H  1.468  0.475  -1.570  0.057
H  0.369  1.450  0.176  0.059
H  -1.165  0.627  -0.174  0.063
H  0.115  -0.100  0.814  0.017

---

B is preferred energetically. Next in line: 51.5 kJ/mol higher.